# 1
Computed, not measured: C34H47BrN2OPPtSi as an isolated structure at a distorted geometry, with ωB97M-V/def2-TZVPD.

Values from the calculation:
**Kohn-Sham gap**: 7.2 eV
**HOMO level**: -10.7 eV
**Energy relative to the best compared isomer or geometry (same formula, charge and spin)**: 0.789 eV

ORCA input file:
```
! RIJCOSX wB97M-V def2-TZVPD def2/J DEFGRID3
* xyz 1 1
Pt -0.581 0.105 0.860
O -0.628 0.558 -1.041
C -1.551 1.318 -1.641
C -1.984 0.923 -2.912
C -2.837 1.712 -3.653
C -3.308 2.918 -3.135
C -2.910 3.306 -1.875
C -2.044 2.518 -1.110
C -1.636 2.940 0.219
N -1.095 2.173 1.150
C -0.925 2.946 2.282
C -1.355 4.203 2.024
N -1.796 4.185 0.719
H -1.590 -0.006 -3.303
H -3.139 1.394 -4.642
H -3.971 3.545 -3.715
H -3.295 4.236 -1.471
H -0.499 2.545 3.182
H -1.396 5.087 2.635
H -2.160 4.973 0.214
C -3.497 -1.595 0.862
P -1.769 -1.772 0.354
C -1.302 -3.398 1.033
C -1.735 -4.561 0.394
C -1.426 -5.804 0.922
C -0.670 -5.898 2.082
C -0.229 -4.747 2.715
C -0.547 -3.497 2.197
C -1.799 -2.116 -1.418
C -2.968 -2.127 -2.168
C -2.934 -2.513 -3.504
C -1.736 -2.885 -4.088
C -0.557 -2.846 -3.347
C -0.587 -2.455 -2.021
H -4.024 -2.528 0.661
H -3.967 -0.771 0.325
H -3.535 -1.381 1.929
H -2.316 -4.496 -0.518
H -1.777 -6.698 0.423
H -0.431 -6.867 2.499
H 0.356 -4.822 3.622
H -0.207 -2.598 2.693
H -3.912 -1.834 -1.727
H -3.850 -2.525 -4.081
H -1.715 -3.200 -5.123
H 0.383 -3.121 -3.808
H 0.331 -2.400 -1.447
C 4.936 -1.004 3.791
C 3.784 -1.675 4.558
C 3.410 -2.947 3.773
C 4.328 -2.081 5.944
Si 2.313 -0.484 4.798
Br 1.384 -0.395 2.606
C 2.755 1.354 5.098
C 1.474 2.180 5.273
C 3.550 1.986 3.941
C 3.609 1.479 6.377
C 0.904 -1.152 5.905
C 1.195 -0.815 7.379
C -0.471 -0.572 5.531
C 0.785 -2.680 5.783
H 5.740 -1.735 3.668
H 5.352 -0.157 4.333
H 4.629 -0.676 2.795
H 4.328 -3.496 3.547
H 2.925 -2.716 2.825
H 2.761 -3.612 4.338
H 5.194 -2.735 5.808
H 3.594 -2.624 6.540
H 4.654 -1.216 6.524
H 0.784 2.021 4.444
H 1.732 3.243 5.290
H 0.960 1.952 6.207
H 3.044 1.879 2.981
H 4.548 1.570 3.845
H 3.664 3.055 4.142
H 3.119 1.060 7.255
H 3.803 2.537 6.575
H 4.575 0.984 6.261
H 1.138 0.256 7.574
H 2.180 -1.163 7.698
H 0.450 -1.305 8.011
H -0.527 0.506 5.672
H -1.232 -1.029 6.170
H -0.738 -0.794 4.496
H 1.642 -3.197 6.210
H 0.673 -2.988 4.743
H -0.106 -3.010 6.325
*
```

# 2
Computed, not measured: C22H23AsGe2NPdS6 as an isolated structure at a distorted geometry, with ωB97M-V/def2-TZVPD.

Values from the calculation:
**Kohn-Sham gap (alpha / beta)**: 5.3 / 5.8 eV
**HOMO level (alpha / beta)**: -1.1 / -2.3 eV
**<S²>**: 3.769
**Energy relative to the best compared isomer or geometry (same formula, charge and spin)**: 0.000 eV

ORCA input file:
```
! RIJCOSX wB97M-V def2-TZVPD def2/J DEFGRID3
* xyz -2 4
Pd 0.038 1.071 -2.209
S 3.388 3.981 -1.597
As 2.143 2.961 -3.021
S 2.406 0.818 -2.906
S 0.039 3.429 -2.801
S 3.007 3.836 -4.766
S -2.499 0.503 -2.826
C -1.800 -1.041 -2.843
N -0.505 -1.248 -2.828
C -0.186 -2.592 -2.759
C 1.111 -3.101 -2.704
C 1.296 -4.472 -2.607
C 0.206 -5.347 -2.573
C -1.090 -4.852 -2.642
C -1.277 -3.477 -2.740
S -2.742 -2.550 -2.807
H 1.945 -2.409 -2.724
H 2.302 -4.870 -2.553
H 0.370 -6.414 -2.483
H -1.941 -5.525 -2.607
C 0.987 -1.145 3.246
Ge 0.775 -1.104 1.286
C -0.241 -2.747 0.908
C 2.562 -1.439 0.529
Ge -0.131 0.883 0.160
C -1.988 1.084 0.876
C -2.810 2.110 0.391
C -4.110 2.283 0.853
C -4.639 1.411 1.799
C -3.854 0.372 2.279
C -2.544 0.218 1.824
C 0.824 2.382 1.068
C 1.984 2.178 1.823
C 2.691 3.239 2.385
C 2.245 4.542 2.205
C 1.096 4.769 1.455
C 0.404 3.705 0.891
H 1.458 -2.099 3.513
H 0.014 -1.082 3.743
H 1.613 -0.325 3.609
H 0.328 -3.608 1.276
H -0.392 -2.869 -0.168
H -1.222 -2.742 1.391
H 2.889 -2.468 0.712
H 3.309 -0.751 0.934
H 2.519 -1.262 -0.547
H -2.433 2.767 -0.386
H -4.721 3.089 0.459
H -5.659 1.535 2.150
H -4.260 -0.323 3.007
H -1.947 -0.596 2.222
H 2.358 1.171 1.970
H 3.596 3.048 2.950
H 2.799 5.374 2.625
H 0.753 5.784 1.282
H -0.463 3.914 0.274
*
```

# 3
Computed, not measured: a 8-piece molecular cluster, C28H38O24S2 overall at a distorted geometry, with ωB97M-V/def2-TZVPD.

Values from the calculation:
**Kohn-Sham gap**: 9.7 eV
**SMILES string**: C#CC[C@H]1CC[C@@H](S)OS1(=O)=O.O=C1OCCO1.O=C1OCCO1.O=C1OCCO1.O=C1OCCO1.O=C1OCCO1.O=C1OCCO1.O=C1OCCO1
**HOMO level**: -9.6 eV

ORCA input file:
```
! RIJCOSX wB97M-V def2-TZVPD def2/J DEFGRID3
* xyz 0 1
C -1.427 -0.513 0.274
C -0.550 0.240 -0.138
C 0.669 1.089 -0.672
C 1.885 0.077 -0.820
C 1.589 -0.938 -2.013
C 2.717 -2.091 -1.974
C 4.019 -1.645 -1.161
S 5.265 -3.010 -1.454
O 4.553 -0.361 -1.591
S 3.492 0.880 -1.204
O 4.016 1.683 -0.084
O 3.327 1.698 -2.429
H -1.920 -1.477 0.583
H 0.867 1.853 0.147
H 0.409 1.630 -1.641
H 1.903 -0.546 0.135
H 0.571 -1.420 -1.950
H 1.712 -0.340 -2.977
H 3.024 -2.348 -3.044
H 2.230 -2.989 -1.478
H 3.831 -1.672 -0.036
H 5.842 -3.340 -0.230
C -4.870 3.390 2.221
C -4.564 1.982 2.642
O -3.548 1.587 1.727
C -2.948 2.721 1.279
O -1.948 2.742 0.629
O -3.634 3.831 1.670
H -5.170 4.021 3.057
H -5.639 3.438 1.446
H -4.164 1.926 3.659
H -5.431 1.326 2.566
C 1.413 -7.409 -0.757
C 1.432 -6.551 -1.987
O 1.522 -5.234 -1.455
C 2.072 -5.336 -0.216
O 2.438 -4.403 0.435
O 2.152 -6.633 0.184
H 1.885 -8.379 -0.916
H 0.403 -7.566 -0.370
H 2.306 -6.739 -2.616
H 0.534 -6.666 -2.588
C 1.495 2.679 -4.842
C 1.597 2.943 -6.315
O 0.823 1.891 -6.882
C -0.056 1.478 -5.927
O -0.960 0.724 -6.125
O 0.230 2.034 -4.719
H 1.525 3.594 -4.251
H 2.272 2.000 -4.483
H 1.155 3.902 -6.601
H 2.625 2.907 -6.676
C 0.513 -4.385 -6.113
C -0.978 -4.492 -5.977
O -1.170 -5.865 -5.651
C -0.013 -6.313 -5.098
O 0.112 -7.374 -4.560
O 0.985 -5.400 -5.231
H 0.890 -3.406 -5.817
H 0.859 -4.608 -7.125
H -1.370 -3.877 -5.163
H -1.500 -4.234 -6.898
C 0.957 2.156 4.933
C 1.061 2.418 3.458
O 0.261 1.385 2.895
C -0.624 0.993 3.848
O -1.546 0.262 3.652
O -0.323 1.543 5.059
H 1.009 3.071 5.524
H 1.720 1.459 5.289
H 0.640 3.386 3.173
H 2.087 2.356 3.094
C 0.548 -1.122 6.711
C -0.496 -1.961 6.034
O -0.450 -3.179 6.770
C 0.059 -2.889 7.999
O 0.078 -3.650 8.917
O 0.544 -1.617 8.044
H 0.306 -0.060 6.691
H 1.545 -1.268 6.283
H -1.498 -1.533 6.120
H -0.276 -2.134 4.981
C -3.347 8.593 1.416
C -2.914 7.489 2.336
O -4.141 6.847 2.664
C -5.017 7.121 1.659
O -6.083 6.599 1.537
O -4.521 8.063 0.813
H -2.595 8.828 0.663
H -3.608 9.509 1.954
H -2.257 6.766 1.844
H -2.419 7.862 3.234
*
```